Computed, not measured: a single C5H7O2PS2 molecule in a non-equilibrium geometry, with wB97M-V/def2-TZVPD.

Values from the calculation:
Charge = 0
Lowest unoccupied orbital energy = 0.2 eV
Structure (SMILES) = COP(C#CS)SCC=O
Orbital gap = 9.02 eV
Highest occupied orbital energy = -0.32369 hartree

Geometry (Å):
S -0.598 0.548 3.426
S 1.104 0.033 -1.030
P -0.965 -0.681 -1.030
O -0.667 -2.274 -0.875
O -0.659 3.511 -0.806
C -0.967 -0.143 0.675
C 0.369 -2.975 -0.240
C 0.726 1.798 -1.534
C 0.013 2.583 -0.454
C -0.883 0.032 1.876
H 1.678 2.327 -1.757
H 1.350 -2.800 -0.833
H 0.228 1.738 -2.481
H 0.184 -4.051 -0.375
H 0.436 -2.716 0.853
H 0.399 2.341 0.618
H -1.749 0.729 3.966